No. 1
ORCA calculation (ωB97M-V/def2-TZVPD) on 8 unconnected molecules or ions with the total composition C18H34N6O6S2 in a non-equilibrium geometry.

The LUMO energy comes out at -0.08 eV. For the max |F|, the calculation gives 0.0321 Eh/bohr. The calculated total energy is -2282.5073 a.u. Its spin multiplicity is 1. As for the HOMO energy: -0.4025 Ha. Its charge is 0. Its SMILES is CCOS(C)(=O)=O.CCOS(C)(=O)=O.CC#N.CC#N.CC#N.CC#N.CC#N.CC#N.

Cartesian coordinates (Å):
C -0.1443 5.3816 -18.9228
C 0.9515 5.0653 -17.9499
O 1.6404 3.8756 -18.4142
S 2.5262 3.0548 -17.3085
C 1.1936 2.0389 -16.5635
O 3.4428 2.2489 -18.0653
O 3.0187 4.0019 -16.3320
H -0.5862 4.4453 -19.2653
H 0.1967 5.8600 -19.8437
H -0.8786 6.0645 -18.5032
H 1.7413 5.8206 -17.8932
H 0.5983 4.8826 -16.9293
H 1.0945 2.3258 -15.5219
H 1.4305 0.9897 -16.7098
H 0.3000 2.2926 -17.1286
C -5.9474 4.7646 -27.3652
C -5.8463 4.9878 -25.8835
O -5.6229 6.3656 -25.5522
S -6.8661 7.3803 -25.3300
C -7.0477 7.4108 -23.5112
O -6.4959 8.7079 -25.7361
O -8.0163 6.7536 -25.9357
H -6.9823 4.8683 -27.6904
H -5.7437 3.7003 -27.5404
H -5.2911 5.3820 -27.9699
H -6.7735 4.6654 -25.3908
H -5.0465 4.4560 -25.3621
H -7.2072 6.3820 -23.2020
H -7.9052 8.0525 -23.3389
H -6.1398 7.8040 -23.0720
C -3.6109 10.0145 -16.4361
C -3.4560 8.5729 -16.4073
N -3.3253 7.4349 -16.3870
H -3.4907 10.3529 -17.4653
H -2.9117 10.4431 -15.7220
H -4.6271 10.3031 -16.1657
C -5.2006 4.5863 -15.1755
C -4.8287 5.0609 -13.8473
N -4.5540 5.4657 -12.8130
H -6.2364 4.3250 -15.3734
H -4.5136 3.7563 -15.3535
H -4.9827 5.3279 -15.9466
C -1.8284 8.5200 -20.0028
C -1.3038 8.4299 -21.3532
N -0.9168 8.3878 -22.4314
H -2.0152 9.5545 -19.7150
H -1.1030 8.1728 -19.2682
H -2.7256 7.9090 -19.9290
C -2.7316 0.6205 -17.0165
C -3.7151 1.5298 -17.5964
N -4.5175 2.2036 -18.0666
H -2.0729 1.2094 -16.3779
H -2.1636 0.1359 -17.8055
H -3.2659 -0.0985 -16.3986
C -4.6708 5.4200 -19.1284
C -5.4426 6.3604 -19.9468
N -5.9997 7.0879 -20.6368
H -5.1691 5.0461 -18.2418
H -3.7502 5.9396 -18.8646
H -4.3996 4.5775 -19.7605
C -2.2901 4.1284 -23.5900
C -2.2597 4.7941 -22.2813
N -2.2337 5.3025 -21.2541
H -2.3910 4.9148 -24.3363
H -3.2300 3.5709 -23.5757
H -1.4428 3.4686 -23.7279

Table of Mulliken atomic charges, one value per atom, all in e:
1 C -0.750
2 C -0.485
3 O -0.329
4 S 1.202
5 C -0.791
6 O -0.628
7 O -0.625
8 H 0.315
9 H 0.297
10 H 0.103
11 H 0.324
12 H 0.413
13 H 0.371
14 H 0.418
15 H 0.097
16 C -1.164
17 C -0.068
18 O -0.317
19 S 1.144
20 C -0.925
21 O -0.612
22 O -0.616
23 H 0.299
24 H 0.385
25 H 0.310
26 H 0.331
27 H 0.180
28 H 0.316
29 H 0.373
30 H 0.355
31 C -0.799
32 C 0.348
33 N -0.338
34 H 0.229
35 H 0.288
36 H 0.290
37 C -0.097
38 C 0.154
39 N -0.381
40 H 0.360
41 H 0.062
42 H -0.107
43 C -0.226
44 C 0.166
45 N -0.467
46 H 0.372
47 H 0.217
48 H -0.087
49 C -0.772
50 C 0.378
51 N -0.383
52 H 0.170
53 H 0.303
54 H 0.333
55 C -0.145
56 C 0.313
57 N -0.472
58 H 0.196
59 H -0.116
60 H 0.221
61 C -0.829
62 C 0.223
63 N -0.147
64 H 0.244
65 H 0.233
66 H 0.346

No. 2
ORCA calculation (ωB97M-V/def2-TZVPD) on C18H34O8S in the gas phase in a non-equilibrium geometry.

The LUMO energy comes out at 0.42 eV. For the max |F|, the calculation gives 0.0409 Eh/bohr. The calculated total energy is -1706.2936 a.u. Its spin multiplicity is 1. As for the HOMO energy: -0.3759 Ha. Its charge is 0. Its SMILES is CCOCC[C@]1(CCCCCCCCOC(C)=O)OS(=O)(=O)O[C@@H]1COC.

Cartesian coordinates (Å):
C 3.6992 -1.4585 2.4022
C 2.2881 -0.8629 2.3264
O 1.5867 -1.2366 1.1648
C 2.1898 -0.7625 -0.0300
C 1.1481 -0.4344 -1.0848
C 0.6894 1.0160 -1.1949
C -0.6490 1.3091 -0.5115
C -0.7564 0.7811 0.9359
C -1.4345 1.7767 1.8984
C -2.9333 1.5768 2.1067
C -3.7796 1.4305 0.8266
C -4.5666 0.1083 0.7045
C -3.7583 -1.1729 0.9181
C -3.1364 -1.7005 -0.3685
O -3.0322 -3.1348 -0.3845
C -1.9357 -3.5742 0.3222
C -0.7885 -4.0327 -0.5278
O -1.9210 -3.6069 1.5451
O 0.3911 1.1989 -2.6458
S 0.4350 2.7476 -3.0141
O 1.2986 2.9545 -4.1170
O -0.8860 3.2755 -3.0466
O 1.0991 3.2512 -1.6313
C 1.7072 2.1305 -0.9559
C 3.1347 1.9489 -1.5079
O 3.2285 0.8971 -2.4289
C 4.4886 0.2479 -2.4721
H 4.3999 -0.8186 1.8705
H 4.0154 -1.5435 3.4344
H 3.7025 -2.4143 1.8868
H 1.7304 -1.2097 3.1908
H 2.3389 0.2305 2.3943
H 2.8255 -1.5583 -0.4210
H 2.8427 0.0834 0.1882
H 0.2669 -1.0571 -0.9466
H 1.5580 -0.7026 -2.0492
H -1.3883 0.8059 -1.1294
H -0.8964 2.3628 -0.5258
H 0.2581 0.6483 1.3046
H -1.2190 -0.1964 0.9943
H -0.9621 1.6390 2.8714
H -1.1896 2.7891 1.5845
H -3.2952 2.4645 2.6227
H -3.1230 0.7440 2.7769
H -4.5296 2.2178 0.8313
H -3.2060 1.5762 -0.0855
H -4.9589 0.0909 -0.3117
H -5.4259 0.1372 1.3672
H -3.0187 -1.0683 1.7039
H -4.4378 -1.9472 1.2661
H -3.7750 -1.4344 -1.2035
H -2.1478 -1.2837 -0.5720
H 0.0476 -4.2430 0.1247
H -1.0721 -4.9109 -1.0987
H -0.4997 -3.2533 -1.2287
H 1.7248 2.2887 0.1190
H 3.3843 2.8905 -1.9993
H 3.8377 1.8460 -0.6781
H 5.0292 0.5671 -3.3606
H 4.3037 -0.8190 -2.5819
H 5.0728 0.4045 -1.5689

Table of Mulliken atomic charges, one value per atom, all in e:
1 C -1.308
2 C -0.265
3 O -0.294
4 C -0.558
5 C -1.358
6 C 1.523
7 C -2.000
8 C 1.628
9 C -1.378
10 C -0.919
11 C -0.407
12 C -1.238
13 C -0.311
14 C -0.043
15 O -0.482
16 C 0.798
17 C -0.849
18 O -0.562
19 O -0.470
20 S 1.320
21 O -0.629
22 O -0.640
23 O -0.524
24 C 0.477
25 C -1.279
26 O -0.304
27 C -0.878
28 H 0.277
29 H 0.420
30 H 0.282
31 H 0.505
32 H 0.250
33 H 0.473
34 H 0.227
35 H -0.289
36 H 0.664
37 H 0.495
38 H 1.027
39 H -0.699
40 H -0.110
41 H 0.392
42 H 0.404
43 H 0.387
44 H 0.453
45 H 0.476
46 H 0.233
47 H 0.429
48 H 0.330
49 H 0.281
50 H 0.533
51 H 0.506
52 H -0.326
53 H 0.279
54 H 0.379
55 H 0.195
56 H 0.533
57 H 0.603
58 H 0.434
59 H 0.276
60 H 0.274
61 H 0.354

No. 3
ORCA calculation (ωB97M-V/def2-TZVPD) on a molecular structure, C18H35As2LaNS2 in a non-equilibrium geometry.

The LUMO energy comes out at -11.15 eV. For the max |F|, the calculation gives 0.0725 Eh/bohr. The calculated total energy is -6060.1508 a.u. Its spin multiplicity is 1. As for the HOMO energy: -0.6335 Ha. Its charge is +3. For the relative energy (zero: lowest compared OMol25 entry of this formula, charge and spin), the calculation gives 17.6 kcal/mol.

Cartesian coordinates (Å):
La 0.0743 0.2145 0.2337
S -2.5958 1.4363 0.3587
S 1.5377 -1.7668 -1.4453
C -3.3723 0.7926 1.8819
C -3.4489 0.4397 -0.9189
C -2.9514 -0.9929 -1.0537
N -1.5275 -1.0329 -1.4750
C -1.1359 -2.4076 -1.8882
C 0.2311 -2.3862 -2.5548
H -3.3228 0.9998 -1.8556
H -4.5112 0.4476 -0.6594
H -3.5832 -1.5007 -1.8012
H -3.0405 -1.5416 -0.1055
H -1.8605 -2.8119 -2.6132
H -1.1444 -3.0555 -1.0005
H 0.2439 -1.7291 -3.4345
H 0.5315 -3.3893 -2.8717
C 1.9527 -3.3159 -0.5786
H -1.4563 -0.4547 -2.3220
H 1.0466 -3.9047 -0.3923
H 2.4469 -3.0760 0.3704
H 2.6390 -3.8895 -1.2157
H -2.6414 0.8781 2.6974
H -3.6742 -0.2532 1.7549
H -4.2509 1.4081 2.1171
C 0.7059 1.8664 -1.5132
C 1.4983 2.2792 -0.4565
H -0.3029 2.2757 -1.7050
H 1.0811 1.1916 -2.3013
H 1.1941 3.0655 0.2513
H 2.5787 2.0677 -0.4127
C -0.1710 1.3386 4.9389
As 0.2926 1.5648 3.0465
C -0.4395 3.3539 2.7424
C 2.2011 2.0663 3.3325
C 2.5696 3.2168 4.0248
C 3.9364 3.5143 4.1981
C 4.9159 2.6556 3.7002
C 4.5499 1.4884 3.0117
C 3.1993 1.2151 2.8091
As 2.6310 -0.2661 1.6330
C 4.3028 -0.7058 0.7387
C 2.4159 -1.6773 2.9711
H -1.2514 1.1590 4.9996
H 0.1118 2.2517 5.4761
H 0.3840 0.4734 5.3211
H -0.0352 3.9975 3.5283
H -0.1285 3.6974 1.7501
H -1.5326 3.2924 2.7926
H 1.8136 3.8882 4.4265
H 4.2199 4.4220 4.7316
H 5.9756 2.8795 3.8395
H 5.3080 0.8051 2.6333
H 5.0631 -0.8721 1.5094
H 4.1477 -1.5985 0.1231
H 4.5580 0.1490 0.1001
H 3.3692 -1.7684 3.5043
H 1.6084 -1.3750 3.6491
H 2.1529 -2.6047 2.4483

Table of Mulliken atomic charges, one value per atom, all in e:
1 La 0.766
2 S -0.020
3 S 0.096
4 C -0.615
5 C -0.701
6 C -0.770
7 N -0.143
8 C -0.794
9 C -0.715
10 H 0.434
11 H 0.496
12 H 0.417
13 H 0.389
14 H 0.407
15 H 0.400
16 H 0.424
17 H 0.513
18 C -0.848
19 H 0.301
20 H 0.370
21 H 0.119
22 H 0.403
23 H -0.006
24 H 0.382
25 H 0.377
26 C -0.856
27 C -0.412
28 H 0.540
29 H 0.455
30 H 0.351
31 H 0.323
32 C -1.123
33 As 0.350
34 C -1.060
35 C 0.396
36 C -0.546
37 C -0.894
38 C -0.774
39 C -0.539
40 C 0.557
41 As 0.483
42 C -1.180
43 C -0.940
44 H 0.443
45 H 0.415
46 H 0.361
47 H 0.501
48 H 0.306
49 H 0.389
50 H 0.290
51 H 0.429
52 H 0.424
53 H 0.269
54 H 0.454
55 H 0.406
56 H 0.387
57 H 0.420
58 H 0.307
59 H 0.390

No. 4
ORCA calculation (ωB97M-V/def2-TZVPD) on a gas-phase ion, C18H35ClNO2 (charge +1) in a non-equilibrium geometry.

The LUMO energy comes out at -2.43 eV. For the max |F|, the calculation gives 0.0216 Eh/bohr. The calculated total energy is -1372.0583 a.u. Its spin multiplicity is 1. As for the HOMO energy: -0.4632 Ha. Its charge is +1. For the relative energy (zero: lowest compared OMol25 entry of this formula, charge and spin), the calculation gives 0.3 kcal/mol. Its SMILES is CCCCCCCCCCOC(=O)C[N+](C)(C)C/C=C(/C)Cl.

Cartesian coordinates (Å):
C -6.9218 -2.7103 0.9027
C -5.5241 -2.1981 0.5769
C -5.4020 -1.8048 -0.8940
C -3.9868 -1.3986 -1.3058
C -3.5217 -0.0929 -0.6634
C -2.1584 0.3408 -1.1987
C -1.6770 1.6772 -0.6287
C -1.2202 1.5662 0.8256
C -0.8940 2.9130 1.4739
C 0.2862 3.6435 0.8389
O 1.4955 2.8736 0.9947
C 1.9855 2.2564 -0.0486
O 1.5838 2.3050 -1.1808
C 3.2145 1.4348 0.3984
N 3.8844 0.6629 -0.6714
C 4.3630 1.5656 -1.7364
C 2.9493 -0.3209 -1.2496
C 5.0745 -0.0517 -0.0906
C 4.7445 -1.0147 1.0051
C 4.7000 -2.3392 0.8610
C 4.4490 -3.3045 1.9611
Cl 4.9547 -3.0840 -0.6853
H -7.6659 -1.9451 0.6936
H -7.1569 -3.5873 0.3040
H -6.9956 -2.9824 1.9529
H -5.3051 -1.3371 1.2112
H -4.7911 -2.9764 0.8036
H -6.0889 -0.9824 -1.1054
H -5.7099 -2.6552 -1.5068
H -3.9604 -1.2826 -2.3921
H -3.2910 -2.1998 -1.0434
H -4.2534 0.6897 -0.8743
H -3.4705 -0.2213 0.4180
H -2.2270 0.4322 -2.2849
H -1.4193 -0.4357 -0.9817
H -2.4867 2.4058 -0.6971
H -0.8512 2.0363 -1.2459
H -2.0126 1.1042 1.4145
H -0.3482 0.9070 0.8844
H -1.7596 3.5717 1.3998
H -0.6753 2.7586 2.5322
H 0.1169 3.8286 -0.2237
H 0.4726 4.5869 1.3553
H 2.8769 0.7471 1.1769
H 3.9256 2.1320 0.8487
H 5.0466 2.3063 -1.3255
H 3.5172 2.0750 -2.1945
H 4.8832 0.9916 -2.5002
H 3.4553 -0.9022 -2.0165
H 2.5993 -0.9992 -0.4746
H 2.1011 0.1956 -1.6946
H 5.7632 0.7081 0.2852
H 5.5545 -0.5949 -0.9064
H 4.6075 -0.6102 1.9964
H 3.5895 -3.9312 1.7274
H 5.3076 -3.9644 2.0781
H 4.2726 -2.7888 2.9004

Table of Mulliken atomic charges, one value per atom, all in e:
1 C -1.366
2 C -0.163
3 C -0.735
4 C -0.736
5 C -0.334
6 C -0.958
7 C -0.290
8 C -0.234
9 C -0.900
10 C -0.625
11 O -0.330
12 C 0.670
13 O -0.576
14 C -0.706
15 N 0.150
16 C -0.875
17 C -0.941
18 C -0.743
19 C -0.783
20 C 0.858
21 C -1.262
22 Cl -0.150
23 H 0.341
24 H 0.338
25 H 0.379
26 H 0.228
27 H 0.273
28 H 0.317
29 H 0.378
30 H 0.370
31 H 0.309
32 H 0.259
33 H 0.169
34 H 0.411
35 H 0.270
36 H 0.314
37 H 0.267
38 H 0.379
39 H 0.068
40 H 0.405
41 H 0.363
42 H 0.402
43 H 0.375
44 H 0.381
45 H 0.326
46 H 0.380
47 H 0.315
48 H 0.434
49 H 0.339
50 H 0.418
51 H 0.446
52 H 0.441
53 H 0.502
54 H 0.389
55 H 0.341
56 H 0.348
57 H 0.356